ORCA calculation (ωB97M-V/def2-TZVPD) on a gas-phase ion, C7H13N (charge +1).

```
! RIJCOSX wB97M-V def2-TZVPD def2/J DEFGRID3
* xyz 1 2
C -0.95116 -0.82881 -2.17307
C -0.51830 0.17705 -1.05804
C -1.49192 0.50626 -0.12879
N -2.91879 0.15110 -0.21831
C 0.95771 0.50037 -0.94788
C 1.60796 -0.02387 0.32838
C 1.50543 0.44194 1.57826
C 2.01948 -0.49139 2.66027
H -0.68068 -0.41565 -3.15743
H -2.00741 -1.13739 -2.24183
H -0.32370 -1.78649 -2.18918
H -1.21193 1.08164 0.76479
H -3.07185 -0.66250 -0.68150
H -3.65084 0.84789 -0.18403
H 1.54077 -0.08067 -1.71579
H 1.31626 1.49819 -1.03303
H 2.10621 -0.95127 0.03620
H 1.09696 1.35884 1.86703
H 3.13695 -0.77745 2.42135
H 1.60138 -1.57946 2.46320
H 1.80419 -0.14276 3.62346
*
```

Calculated values
LUMO (spin up / spin down) = -3.7 / -7.4 eV
E_HOMO (spin up / spin down) = -0.4772 / -0.4737 hartree

=====

ORCA calculation (ωB97M-V/def2-TZVPD) on a molecular structure, C41H40AlNO4STe.

```
! RIJCOSX wB97M-V def2-TZVPD def2/J DEFGRID3
* xyz 0 1
Al 0.34566 -0.27637 -0.79587
O 0.52006 1.02270 -1.95980
C -0.12618 2.24478 -2.13041
C -1.59611 1.95921 -2.47139
C -2.37056 1.17434 -1.43714
C -3.69577 1.52397 -1.20590
C -4.45668 0.79093 -0.31338
C -3.86248 -0.26505 0.34883
C -2.53152 -0.55580 0.09949
C -1.81293 -1.56527 0.93368
C -0.74843 -0.82984 1.78592
O 0.20856 -0.29912 0.92856
C -1.45805 0.27823 2.58255
C -2.40343 -0.06482 3.54949
C -3.10030 0.91084 4.24085
C -2.85370 2.25408 3.98086
C -1.90781 2.60046 3.03063
C -1.21339 1.61856 2.32905
C -0.07183 -1.75683 2.79513
C 1.17666 -1.37395 3.27951
C 1.81453 -2.11981 4.25700
C 1.21410 -3.26432 4.76893
C -0.02578 -3.65469 4.28965
C -0.66323 -2.90541 3.30746
N -1.80381 0.13701 -0.79613
C 0.03687 3.13028 -0.89049
C -0.95112 3.99941 -0.44278
C -0.71787 4.84100 0.63899
C 0.50359 4.81663 1.29162
C 1.49216 3.94238 0.85711
C 1.26229 3.11172 -0.22690
C 0.49901 2.97875 -3.32748
C 1.49400 2.36587 -4.07947
C 2.04662 3.01527 -5.17512
C 1.60814 4.28091 -5.53538
C 0.61725 4.89911 -4.78635
C 0.06991 4.25277 -3.68814
H -1.58557 1.41205 -3.41790
H -2.14497 2.87824 -2.67558
H -4.11558 2.36807 -1.73629
H -5.49046 1.05019 -0.12516
H -4.40127 -0.84156 1.08773
H -1.29492 -2.31393 0.33139
H -2.54633 -2.06851 1.56049
H -2.58433 -1.10863 3.77826
H -3.82749 0.62467 4.99074
H -3.39019 3.02293 4.52252
H -1.70130 3.64277 2.82714
H -0.47457 1.89521 1.58839
H 1.64533 -0.49047 2.86668
H 2.78744 -1.81060 4.61794
H 1.71306 -3.84799 5.53208
H -0.50029 -4.54896 4.67445
H -1.62744 -3.23886 2.94546
H -1.92107 4.03164 -0.92368
H -1.50102 5.51085 0.97279
H 0.68423 5.46951 2.13629
H 2.44920 3.90726 1.36208
H 2.04023 2.43844 -0.56515
H 1.84200 1.38323 -3.78969
H 2.82867 2.52866 -5.74450
H 2.04054 4.78864 -6.38797
H 0.27652 5.89173 -5.05284
H -0.68319 4.75760 -3.09394
C -0.74765 -1.38355 -3.27723
O -0.25908 -1.83671 -1.99770
C 0.55711 -3.02846 -2.16974
C 0.37187 -3.98815 -1.02887
O 0.74297 -3.37067 0.17116
C 1.29124 -4.29569 1.10024
H -1.25381 -2.21496 -3.76658
H 0.07985 -1.02023 -3.88672
H -1.45447 -0.58706 -3.09842
H 1.59853 -2.71815 -2.25786
H 0.23569 -3.50993 -3.09329
H 1.00749 -4.85818 -1.23730
H -0.66999 -4.33982 -0.98426
H 2.19917 -4.74556 0.68684
H 0.56776 -5.08222 1.34429
H 1.53815 -3.74908 2.00225
Te 2.95177 -0.51628 -1.28022
C 3.76221 -2.23834 -0.38416
C 4.15650 -3.39464 -1.00241
C 4.77581 -4.32553 -0.11925
C 4.85613 -3.85574 1.15690
S 4.17650 -2.29012 1.27664
H 4.02798 -3.56229 -2.06381
H 5.15516 -5.29113 -0.42495
H 5.27744 -4.34766 2.01953
*
```

Calculated values
LUMO = 0.3 eV
E_HOMO = -0.2603 hartree

=====

ORCA calculation (ωB97M-V/def2-TZVPD) on C21H24N2O3S in the gas phase.

```
! RIJCOSX wB97M-V def2-TZVPD def2/J DEFGRID3
* xyz 0 1
C -1.56358 2.51608 -1.44940
O -0.56559 1.61770 -1.88308
C -0.81946 0.27026 -1.87930
C -0.14383 -0.46554 -2.84600
C -0.25145 -1.84023 -2.91939
C -1.06191 -2.51761 -2.02255
C -1.75836 -1.78815 -1.06728
C -1.64495 -0.40787 -0.96455
O -2.27381 0.32946 0.00493
C -3.10347 -0.33526 0.92916
H -3.46826 0.44330 1.59772
H -2.54809 -1.07983 1.50605
H -3.95463 -0.81252 0.43268
H -2.38070 -2.32034 -0.36523
C -1.09578 -4.02161 -1.98377
H -1.19197 -4.43536 -2.98817
H -1.94724 -4.35490 -1.38789
C 0.20976 -4.55403 -1.35367
N 0.58269 -3.75395 -0.21321
C 1.48310 -2.77084 -0.31376
S 2.70389 -2.70655 -1.42032
N 1.40962 -1.73176 0.59898
C 0.37420 -1.43237 1.45014
O -0.48698 -2.24767 1.75203
C 0.35889 -0.05823 1.95709
C 0.79179 0.99730 1.25281
C 0.69562 2.38960 1.63792
C 0.28742 2.80973 2.90704
C 0.20906 4.15203 3.21143
C 0.52835 5.12415 2.26722
C 0.93490 4.70934 1.00405
C 1.02242 3.36788 0.69405
H 1.33141 3.06376 -0.29534
H 1.18708 5.44831 0.25705
C 0.45771 6.57702 2.61753
H 0.36436 7.18981 1.72437
H -0.38525 6.77674 3.27562
H 1.36706 6.87616 3.14020
H -0.10594 4.45809 4.19901
H 0.03792 2.08086 3.66254
H 1.21568 0.84068 0.26731
H -0.16216 0.06048 2.89540
H 2.13143 -1.03462 0.46617
H -0.12605 -3.61292 0.50744
H 0.08414 -5.59283 -1.03883
H 1.03017 -4.49481 -2.07183
H 0.30623 -2.38227 -3.66688
H 0.49024 0.07430 -3.53121
H -2.53901 2.26027 -1.87008
H -1.25487 3.49334 -1.82138
H -1.63794 2.54875 -0.36027
*
```

Calculated values
SMILES string = COc1ccc(CCNC(=S)NC(=O)/C=C/c2ccc(C)cc2)cc1OC
LUMO = -0.3 eV
E_HOMO = -0.2909 hartree

=====

What ΔE to the lowest compared entry with this formula, charge and spin values result from the calculations? In sequence: 49.1 0.0 29.8 kcal/mol.